# C22H60B2F7N4O8PtV

A structure of composition C22H60B2F7N4O8PtV at a distorted geometry (ωB97M-V/def2-TZVPD, the Open Molecules 2025 dataset).

Results
Kohn-Sham gap (spin up / spin down) (eV): 6.95 / 7.89
Energy above the lowest of the compared OMol25 structures with the same formula, charge and spin (kcal per mole): 0.0

```
! RIJCOSX wB97M-V def2-TZVPD def2/J DEFGRID3
* xyz 1 6
V 1.5704 -1.2038 -0.7357
Pt -1.7720 1.2437 1.5672
C -0.4139 -1.6279 -3.3223
O 0.4470 -0.8890 -4.2239
O 0.1163 -1.8945 -2.1675
C -1.7318 -0.8528 -3.2203
F -2.2912 -0.6327 -4.4175
F -2.6309 -1.5655 -2.5144
F -1.6258 0.3424 -2.6124
C 0.4141 -1.2325 -5.5821
C 1.3210 -0.2883 -6.3373
H 2.2831 -0.1770 -5.8258
H 1.5521 -0.6720 -7.3337
H 0.9088 0.7101 -6.4913
H -0.5707 -1.1776 -6.0544
H 0.7871 -2.2514 -5.7574
H -0.6902 -2.5675 -3.8546
B 0.1854 0.1391 0.6991
H 1.2453 0.5404 0.3690
H -0.0613 0.4674 1.8351
H -0.5373 0.5773 -0.1851
H 0.1106 -1.0263 0.5519
B -0.3897 -2.6894 3.7612
F -0.2001 -3.5004 2.6292
F 0.1382 -1.3769 3.4888
F -1.7774 -2.5394 3.9786
F 0.2702 -3.1993 4.8640
C 0.0368 4.2601 -0.7782
C -1.3528 3.7488 -1.0122
O -1.9807 3.2510 0.1907
O 0.9266 3.1496 -0.6716
H 0.0710 4.8591 0.1332
H 0.3602 4.8690 -1.6274
H -1.3145 2.9418 -1.7481
H -2.0047 4.5098 -1.4465
H -2.6787 3.8639 0.4362
H 1.5032 3.2231 0.0925
C 3.6009 2.1703 -2.8434
C 3.3610 0.8518 -2.1422
C 3.7460 0.9096 -0.6835
O 3.4678 -0.3034 -0.0064
C 3.8890 -0.2308 1.3462
N 1.9153 0.4672 -2.1991
H 3.1338 3.0481 -2.3836
H 3.2368 2.1666 -3.8715
H 4.6687 2.4166 -2.8740
H 3.9135 0.0794 -2.6805
H 3.3292 1.7809 -0.1580
H 4.8288 1.1183 -0.6562
H 3.4160 -1.0368 1.9019
H 3.5245 0.7043 1.7762
H 4.9668 -0.3660 1.4397
H 1.4632 1.3011 -1.8140
H 1.5313 0.3083 -3.1280
C -4.9856 -1.1167 -0.4252
C -4.1291 -0.0277 0.1605
C -4.8617 0.7689 1.2259
O -3.9617 1.7808 1.7208
C -4.5041 2.4416 2.8360
N -2.8567 -0.5672 0.7414
H -4.5205 -1.7534 -1.1766
H -5.8415 -0.6832 -0.9522
H -5.3568 -1.8297 0.3207
H -3.9288 0.6928 -0.6382
H -5.2434 0.1084 2.0154
H -5.7190 1.3016 0.8076
H -4.7624 1.7423 3.6378
H -5.4346 2.9800 2.6122
H -3.8126 3.1973 3.2009
H -3.1462 -1.2504 1.4500
H -2.4984 -1.2150 0.0318
C -1.0160 0.1699 5.7861
C -1.6804 0.9776 4.6968
C -0.7988 2.1641 4.3255
O -1.1945 2.8438 3.1248
C -0.5881 4.1245 3.0866
N -2.2060 0.1947 3.5435
H -0.8830 0.6943 6.7338
H 0.0074 -0.1287 5.5349
H -1.5261 -0.7819 5.9426
H -2.5604 1.4743 5.1279
H 0.2460 1.8312 4.2198
H -0.7546 2.8268 5.1944
H 0.5033 4.0468 3.0807
H -0.9144 4.7488 3.9207
H -0.8965 4.6268 2.1740
H -1.5156 -0.5466 3.3733
H -3.0170 -0.3088 3.8929
C 1.8037 -4.8383 -0.9426
C 2.7278 -3.9886 -0.0897
C 3.8022 -3.2917 -0.8864
O 3.1596 -2.4054 -1.8455
C 3.1828 -2.9193 -3.1626
N 1.9038 -2.9912 0.6205
H 0.9585 -4.2925 -1.3793
H 1.3427 -5.6485 -0.3778
H 2.3266 -5.2508 -1.8064
H 3.1758 -4.7179 0.5967
H 4.4529 -4.0182 -1.3687
H 4.3741 -2.6012 -0.2650
H 2.7271 -2.1710 -3.8143
H 2.5200 -3.7790 -3.3116
H 4.1854 -3.2050 -3.4804
H 2.3947 -2.6576 1.4476
H 1.1036 -3.4697 1.0379
*
```

Here are the Löwdin charges for atoms 1 to 4, given in e:
1 V 0.78
2 Pt 1.19
3 C -0.46
4 O -0.13